A structure of composition C31H32N4O4SSi2V, computed with ωB97M-V/def2-TZVPD.

The value obtained for the total energy is -3641.80500 Ha. The calculation puts the highest occupied orbital energy (alpha / beta) at -3.51 / -3.99 eV. Its multiplicity is 3. For the frontier orbital gap (alpha / beta), the calculation gives 5.90 / 6.20 eV. As for the charge: -1.

Structure (XYZ):
```
75
C31H32N4O4SSi2V (ωB97M-V/def2-TZVPD)
V 0.32 0.51 0.15
N -0.09 -1.16 4.28
C -0.12 -0.64 3.00
S 1.20 -0.98 1.96
N -1.15 0.06 2.66
N -1.14 0.55 1.42
C -2.17 1.33 1.06
C -3.22 1.77 1.98
C -3.51 3.13 2.13
C -4.53 3.55 2.96
C -5.27 2.63 3.67
C -4.99 1.28 3.55
C -3.96 0.85 2.72
C -2.17 1.66 -0.30
C -3.15 2.44 -0.96
C -3.05 2.64 -2.30
C -2.01 2.02 -3.01
C -1.10 1.26 -2.31
N -1.13 1.10 -0.99
H 0.56 -1.92 4.38
H -1.00 -1.30 4.69
H -2.92 3.86 1.59
H -4.74 4.61 3.06
H -6.08 2.95 4.31
H -5.57 0.55 4.09
H -3.74 -0.20 2.62
H -3.95 2.87 -0.37
H -3.77 3.26 -2.83
H -1.92 2.13 -4.08
H -0.29 0.74 -2.82
C 2.49 0.59 -3.01
Si 2.08 -0.38 -1.37
C 3.83 -0.63 -0.57
C 1.58 -2.14 -1.98
C 2.40 -2.86 -2.85
C 2.04 -4.11 -3.30
C 0.85 -4.67 -2.88
C 0.03 -3.97 -2.01
C 0.38 -2.71 -1.56
Si -0.73 -1.71 -0.34
C -2.47 -1.64 -1.19
C -1.11 -3.03 1.04
H 3.53 0.45 -3.30
H 2.33 1.65 -2.87
H 1.86 0.26 -3.83
H 4.49 -1.16 -1.26
H 3.75 -1.21 0.34
H 4.29 0.32 -0.32
H 3.33 -2.42 -3.18
H 2.70 -4.66 -3.97
H 0.56 -5.66 -3.23
H -0.90 -4.41 -1.69
H -2.82 -2.64 -1.45
H -2.46 -1.05 -2.10
H -3.20 -1.20 -0.52
H -1.67 -3.87 0.64
H -1.70 -2.59 1.84
H -0.19 -3.42 1.48
O 1.93 1.72 1.15
C 1.62 2.54 0.27
O 1.06 2.20 -0.79
C 1.90 3.99 0.49
C 2.96 4.38 1.30
C 3.19 5.72 1.59
C 2.31 6.63 1.05
O 2.28 8.00 1.21
C 1.18 8.45 0.46
O 0.53 7.36 -0.14
C 1.25 6.24 0.24
C 1.04 4.93 -0.08
H 3.60 3.62 1.72
H 4.02 6.04 2.20
H 1.52 9.15 -0.32
H 0.47 8.98 1.13
H 0.24 4.62 -0.73
```



A structure of composition C19H42CrNOP3S, computed with ωB97M-V/def2-TZVPD.

The value obtained for the total energy is -3344.75796 Ha. The calculation puts the highest occupied orbital energy (alpha / beta) at -16.48 / -16.48 eV. Its multiplicity is 4. For the frontier orbital gap (alpha / beta), the calculation gives 6.98 / 2.60 eV. As for the charge: +3.

Structure (XYZ):
```
68
C19H42CrNOP3S (ωB97M-V/def2-TZVPD)
Cr -0.43 -0.98 -0.06
P -2.35 -0.14 1.09
P 0.95 1.02 1.13
P 0.55 -2.60 1.25
H 0.76 -4.76 -5.78
C 0.38 -5.61 -5.22
C -0.94 -5.76 -5.03
H -1.64 -4.99 -5.36
C -3.12 1.23 0.17
C -2.35 0.43 2.83
C -3.60 -1.46 1.05
C 2.54 1.33 0.26
C 0.22 2.70 0.97
C 1.47 0.90 2.88
C 0.13 -4.02 0.25
C -0.09 -2.86 2.93
C 2.37 -2.59 1.38
H 1.12 -6.37 -4.93
H -1.36 -6.69 -4.65
H -3.44 0.85 -0.81
H -2.38 2.02 -0.01
H -3.98 1.63 0.72
H -1.81 1.38 2.94
H -1.87 -0.31 3.49
H -3.39 0.57 3.16
H -3.62 -1.92 0.06
H -4.58 -1.03 1.27
H -3.36 -2.25 1.78
H 3.19 1.99 0.85
H 2.33 1.82 -0.71
H 3.05 0.38 0.07
H 0.82 3.44 1.53
H -0.81 2.72 1.34
H 0.24 2.99 -0.10
H 2.07 1.77 3.16
H 2.06 0.00 3.06
H 0.58 0.87 3.52
H 0.78 -4.88 0.49
H 0.24 -3.77 -0.81
H -0.91 -4.29 0.45
H 0.42 -3.70 3.41
H -1.16 -3.07 2.89
H 0.06 -1.95 3.54
H 2.71 -3.52 1.88
H 2.73 -1.73 1.95
H 2.80 -2.55 0.37
C 0.87 -0.90 -2.99
C 2.26 -1.08 -3.08
C 2.77 -2.32 -3.47
C 1.87 -3.34 -3.78
C 0.50 -3.13 -3.69
C -0.03 -1.91 -3.31
S 0.21 0.47 -2.07
H 1.08 0.18 -1.03
H 2.90 -0.28 -2.73
H 3.84 -2.49 -3.53
H 2.22 -4.32 -4.12
H -0.21 -3.91 -3.96
H -1.11 -1.78 -3.15
C -1.14 4.67 -3.21
C -0.14 3.55 -3.15
N -0.42 2.55 -4.02
O 0.83 3.53 -2.38
H -2.12 4.32 -3.54
H -0.79 5.44 -3.90
H -1.22 5.11 -2.22
H 0.19 1.73 -4.07
H -1.25 2.55 -4.57
```



A cluster of 2 separate species, C5H9NO in total, computed with ωB97M-V/def2-TZVPD.

The value obtained for the total energy is -325.78900 Ha. The calculation puts the highest occupied orbital energy at -8.44 eV. As for the SMILES: CC#CN.CC=O. For the frontier orbital gap, the calculation gives 9.29 eV. As for the charge: 0.

Structure (XYZ):
```
16
C5H9NO (ωB97M-V/def2-TZVPD)
C 0.24 2.12 -1.85
C 0.23 0.81 -1.21
C 0.00 -0.40 -1.34
N -0.70 -1.54 -1.30
H 0.90 2.81 -1.33
H 0.59 2.06 -2.88
H -0.77 2.55 -1.88
H -1.37 -1.56 -0.54
H -0.12 -2.37 -1.34
C 0.43 -1.25 1.98
C -0.15 0.22 1.64
O -1.34 0.40 1.45
H -0.12 -2.04 1.47
H 0.25 -1.39 3.05
H 1.50 -1.34 1.80
H 0.45 0.91 2.27
```